Entry 1:
This record from the OMol25 dataset describes 2 unconnected molecules or ions with the total composition C8H15N3O4 at a distorted geometry. The level of theory is the ωB97M-V functional and the def2-TZVPD basis.

- Molar mass: 217.2 u
- HOMO level: -8.407 eV
- E: -21194.66478 eV
- Net charge: 0
- Energy relative to the best compared isomer or geometry (same formula, charge and spin): 6.913 eV
- 2S+1: 1
- Frontier orbital gap: 9.264 eV

The geometry in XYZ format:
```
30
Properties=species:S:1:pos:R:3:lowdin_charge:R:1
C -1.1548 -0.9620 0.9170 -0.590
C 2.2015 0.2559 -1.7258 -0.054
C 1.9868 0.0094 -0.4295 -0.345
C 1.2394 1.1340 -2.5451 -0.059
C -4.2277 -0.3286 0.2377 -0.039
C 2.5220 -1.0427 1.6100 -0.083
C 1.1816 1.8362 0.9834 0.006
C -2.8426 0.4212 0.1448 -0.159
N 0.5529 -2.8495 -1.2742 0.270
N 0.0925 -2.4334 -0.3406 -0.166
N -0.3248 -2.0663 0.7039 0.152
O -1.3030 -0.5873 2.0387 0.118
O -1.7821 -0.5429 -0.1940 -0.011
O 2.8530 -0.8227 0.2580 -0.052
O 0.8675 0.5493 0.3127 -0.174
H 3.0069 -0.1870 -2.2202 0.093
H 0.7708 0.4225 -3.2390 0.085
H 1.8512 1.8471 -3.0636 0.062
H 0.6471 1.7459 -1.9823 0.026
H -5.1295 0.3858 0.3081 0.117
H -4.3132 -0.6538 -0.7176 0.025
H -4.2824 -1.1500 0.8315 0.036
H 2.9640 -1.9423 1.9081 0.079
H 1.4850 -1.1108 1.7707 0.047
H 2.8067 -0.3023 2.3586 0.096
H 0.5874 1.6753 1.8708 0.099
H 0.9477 2.6924 0.3376 0.094
H 2.1961 1.9092 1.0541 0.058
H -2.4300 1.0896 0.9410 0.125
H -2.9699 1.0078 -0.8546 0.143
```

=====

Entry 2:
This record from the OMol25 dataset describes C6H10FNO2 in the gas phase at a distorted geometry. The level of theory is the ωB97M-V functional and the def2-TZVPD basis.

- Molar mass: 147.1 u
- HOMO level: -7.816 eV
- E: -14681.72976 eV
- Net charge: 0
- Energy relative to the best compared isomer or geometry (same formula, charge and spin): 4.961 eV
- 2S+1: 1
- SMILES: C=CCNC(=O)OCCF
- Frontier orbital gap: 7.426 eV

The geometry in XYZ format:
```
20
Properties=species:S:1:pos:R:3:lowdin_charge:R:1
C 2.9877 -0.8990 0.6040 -0.014
C 2.4250 0.0454 -0.2462 -0.140
C 0.9652 -0.1029 -0.5801 -0.193
N 0.3223 1.1829 -0.9789 0.060
C -0.5642 1.6877 -0.0156 -0.577
O -0.1726 2.3983 0.8334 0.168
O -1.8997 1.4141 -0.0831 0.010
C -2.2851 0.2586 0.6438 -0.143
C -2.1707 -1.0706 -0.1766 -0.186
F -1.6114 -0.8676 -1.4045 -0.023
H 3.5751 -1.7330 0.2118 0.051
H 2.8856 -0.8488 1.6884 0.054
H 3.0097 0.8542 -0.6911 0.103
H 0.4262 -0.6447 0.2060 0.115
H 0.9638 -0.7487 -1.4660 0.127
H 1.0739 1.8475 -1.0927 0.113
H -3.3511 0.3779 0.8449 0.121
H -1.7897 0.1660 1.6157 0.129
H -3.1672 -1.4974 -0.3201 0.114
H -1.6227 -1.8198 0.4067 0.111
```

=====

Entry 3:
This record from the OMol25 dataset describes a molecular structure, C11H20EuN3P2 at a distorted geometry. The level of theory is the ωB97M-V functional and the def2-TZVPD basis.

- Molar mass: 408.2 u
- HOMO level (spin up / spin down): -0.304 / 0.107 eV
- E: -54102.16677 eV
- Net charge: -1
- Energy relative to the best compared isomer or geometry (same formula, charge and spin): 0.000 eV
- 2S+1: 8
- Frontier orbital gap (spin up / spin down): 3.022 / 2.662 eV
- Expectation value of S²: 15.82

The geometry in XYZ format:
```
37
Properties=species:S:1:pos:R:3:lowdin_spin:R:1
C 1.1208 0.2313 -3.4091 -0.002
C 0.3000 0.2916 -4.5415 0.008
C -0.6062 -0.9350 -4.5329 0.013
C -0.0492 -1.8116 -3.4733 0.008
C 0.8781 -1.0212 -2.6815 -0.001
Eu -1.4018 0.1217 -2.6004 6.957
P -0.0231 2.4934 -1.5953 0.037
H 1.9741 0.8851 -3.1722 -0.001
H 0.3530 0.9023 -5.4270 0.002
H -1.3719 -1.1708 -5.3133 0.000
H 1.4616 -1.3252 -1.7538 0.000
H -0.3777 -2.8471 -3.4795 0.001
H -0.8776 3.4248 -0.7085 -0.001
H 0.2935 3.4200 -2.5967 0.002
H 1.2313 2.5160 -0.7987 0.006
C 1.0185 -0.8150 3.1789 -0.001
N 1.1949 0.4726 2.4145 -0.001
C 0.0356 1.3787 2.7009 -0.003
N -1.2931 0.7143 2.4053 0.000
C -1.3811 -0.5760 3.1642 -0.003
N -0.2548 -1.5446 2.8316 -0.001
C -0.2921 -1.9968 1.4590 -0.004
P -0.1949 -0.6317 0.3131 0.004
C 1.3626 0.1787 1.0161 -0.001
C -1.5238 0.5013 1.0037 -0.003
H 0.9558 -0.5634 4.2665 0.000
H 1.8620 -1.4685 2.9292 0.000
H 0.1334 2.2862 2.0829 -0.001
H 0.0433 1.5851 3.7955 -0.001
H -2.3378 -1.0536 2.9106 -0.002
H -1.2815 -0.3345 4.2475 0.000
H 0.5564 -2.6820 1.2929 -0.001
H -1.2573 -2.5109 1.3061 -0.004
H 1.6107 1.0819 0.4553 0.000
H 2.1499 -0.5874 0.9464 -0.001
H -2.4587 -0.0650 0.9006 -0.006
H -1.5532 1.4550 0.4633 -0.002
```

=====

Entry 4:
This record from the OMol25 dataset describes C3H4ClF3N2 in the gas phase at a distorted geometry. The level of theory is the ωB97M-V functional and the def2-TZVPD basis.

- Molar mass: 160.5 u
- HOMO level: -10.676 eV
- E: -26823.69546 eV
- Net charge: 0
- Energy relative to the best compared isomer or geometry (same formula, charge and spin): 0.000 eV
- 2S+1: 1
- SMILES: C[C@H](Cl)/C(=N/F)N(F)F
- Frontier orbital gap: 10.758 eV

The geometry in XYZ format:
```
13
Properties=species:S:1:pos:R:3:lowdin_charge:R:1
C 0.6248 0.2519 0.0602 -0.216
C -1.3915 -1.1366 -0.6893 -0.156
C -0.8250 -0.1336 0.3257 -0.675
N 1.2640 -0.3251 -0.8430 0.118
N 1.3669 1.0840 1.3324 0.024
F 2.5989 -0.0962 -1.1540 -0.034
F 2.7255 1.0822 1.1013 -0.015
F 0.8913 2.4063 1.2153 -0.055
Cl -1.8793 1.3127 0.1504 0.624
H -2.3820 -1.4638 -0.3486 0.071
H -0.6080 -1.9383 -0.7973 0.085
H -1.5970 -0.6698 -1.7533 0.117
H -0.7887 -0.3736 1.4002 0.113
```